Record 1
{"formula": "C8H16O2", "method": "ωB97M-V/def2-TZVPD", "smiles": "CC(=O)C[C@@](C)(O)C(C)C", "orbital_gap_ev": 10.38, "de_lowest_kj_mol": 96.7, "energy_ha": -464.892887, "lumo_ev": 0.775, "elements": ["O", "O", "C", "C", "C", "C", "C", "C", "C", "C", "H", "H", "H", "H", "H", "H", "H", "H", "H", "H", "H", "H", "H", "H", "H", "H"], "positions_angstrom": [[-1.98849, -1.18069, -0.36248], [0.48521, 2.36755, -0.41026], [0.25779, -1.06360, 0.63752], [-1.61225, 0.78825, 0.92473], [-0.25798, -1.95368, 1.78003], [0.53071, 1.46623, -1.24882], [1.49921, -0.33282, 1.15662], [1.63184, 1.41114, -2.27749], [-0.97640, -0.21761, -0.03472], [-0.54273, 0.40025, -1.36770], [-2.17408, 1.54936, 0.36916], [2.05414, 0.18886, 0.37690], [0.58704, -1.74809, -0.15580], [-0.59084, -1.35043, 2.63089], [0.53467, -2.62356, 2.13445], [-2.75650, -0.71360, -0.73604], [-1.08906, -2.59149, 1.46609], [2.37870, 0.66537, -1.99635], [2.10757, 2.39072, -2.36593], [-0.86386, 1.31432, 1.52295], [-1.39851, 0.85940, -1.88066], [1.25689, 0.35801, 1.96977], [-0.18355, -0.39611, -2.03177], [2.22813, -1.04843, 1.55653], [1.21089, 1.15636, -3.25449], [-2.32856, 0.30431, 1.59688]], "atomic_forces_ev_per_a": [[0.0, -0.3, -0.2], [0.0, -1.4, -1.2], [-1.2, -0.3, -0.3], [0.2, 0.4, 0.2], [-0.3, -0.1, -0.1], [-0.1, 1.5, 0.8], [0.0, 0.3, -0.3], [-0.1, 0.5, -0.2], [0.6, -0.5, 0.8], [0.6, 0.0, 0.2], [0.1, -0.1, 0.0], [-0.2, 0.3, 0.0], [-0.1, 0.1, -0.1], [0.0, 0.0, -0.1], [0.0, 0.2, -0.1], [0.5, -0.2, 0.3], [0.1, 0.2, 0.0], [-0.1, -0.1, -0.1], [0.0, -0.2, 0.2], [-0.1, 0.0, -0.1], [0.0, 0.0, 0.2], [0.0, 0.1, -0.2], [-0.1, 0.1, 0.2], [-0.4, -0.1, 0.0], [0.1, -0.2, 0.1], [0.3, -0.2, -0.1]]}

Record 2
{"formula": "C8H16O5", "method": "ωB97M-V/def2-TZVPD", "charge": -1, "orbital_gap_ev": [4.24, 6.81], "de_lowest_kj_mol": 0.0, "energy_ha": -690.504648, "spin_multiplicity": 2, "lumo_ev": [3.125, 3.120], "s2": 0.75, "elements": ["O", "O", "O", "O", "O", "C", "C", "C", "C", "C", "C", "C", "C", "H", "H", "H", "H", "H", "H", "H", "H", "H", "H", "H", "H", "H", "H", "H", "H"], "positions_angstrom": [[3.21175, -3.63318, -0.12867], [-1.99927, 0.26453, -0.90582], [3.32450, 1.57434, -1.23448], [-1.35745, 2.77315, 0.79312], [2.05613, -0.72623, -0.45929], [-2.31030, 0.56717, 0.46134], [1.98908, -3.13458, -0.61326], [4.34132, -2.84378, -0.41500], [2.75813, 1.52800, -0.16238], [-1.29570, 1.48712, 1.06460], [-2.92429, -0.60583, -1.49274], [1.94962, 0.39122, 0.34050], [1.47860, -1.89559, 0.09521], [-2.35215, -0.37597, 1.04061], [0.38120, -1.84554, -0.01616], [2.28502, 0.18250, 1.38146], [-3.33257, 1.01104, 0.46987], [1.71488, -1.95186, 1.16979], [2.87210, 2.34969, 0.57858], [-3.94403, -0.17852, -1.48635], [4.32144, -1.89112, 0.13548], [-1.03410, 1.21071, 2.10908], [5.22586, -3.41546, -0.10890], [2.05541, -2.93312, -1.69828], [-2.61775, -0.78112, -2.53233], [4.40853, -2.62474, -1.49465], [1.25561, -3.93798, -0.46328], [-2.95875, -1.57630, -0.96278], [0.79625, 0.76556, 0.54632]], "atomic_forces_ev_per_a": [[0.1, -0.4, 0.2], [0.1, -0.3, -0.3], [-0.3, 0.1, 0.4], [0.3, -1.5, 0.2], [0.2, -0.8, -0.5], [-0.1, -0.1, 0.1], [-0.3, 0.1, -0.3], [0.2, 0.3, -0.1], [0.4, -0.1, -0.3], [-0.5, 1.7, 0.2], [0.0, 0.1, 0.1], [-2.1, 1.0, 1.4], [-0.4, 0.4, 0.0], [0.0, 0.0, -0.1], [0.2, 0.0, 0.1], [0.1, 0.1, -0.2], [0.2, 0.0, 0.0], [0.0, -0.1, -0.1], [-0.2, 0.0, -0.2], [0.1, -0.1, 0.0], [0.0, -0.2, -0.2], [0.1, -0.1, -0.1], [-0.2, 0.1, -0.1], [0.0, 0.0, 0.2], [-0.1, 0.0, 0.2], [0.0, 0.0, 0.3], [0.2, 0.1, 0.0], [0.0, 0.1, -0.1], [1.8, -0.5, -0.7]]}

Record 3
{"formula": "C8H16O5S", "method": "ωB97M-V/def2-TZVPD", "orbital_gap_ev": 9.62, "de_lowest_kj_mol": 671.8, "energy_ha": -1088.552959, "lumo_ev": 0.832, "elements": ["S", "O", "O", "O", "O", "O", "C", "C", "C", "C", "C", "C", "C", "C", "H", "H", "H", "H", "H", "H", "H", "H", "H", "H", "H", "H", "H", "H", "H", "H"], "positions_angstrom": [[1.23013, -0.90976, 0.11908], [0.51108, -0.21229, -1.23667], [1.77088, 1.35204, 2.28137], [1.07559, 1.25902, 1.09717], [2.64636, -1.02659, -0.16221], [0.70426, -2.48338, -0.17028], [-2.99449, -0.18869, -2.26148], [3.13965, 1.54026, 2.20306], [-0.79162, -0.16253, -0.82261], [1.10055, -3.33569, -1.19753], [-0.29432, 1.11984, 1.30650], [-1.10610, 0.28117, 0.40909], [-0.90686, 2.62240, 1.42971], [-1.79431, -0.98865, -1.71120], [3.48362, 2.26002, 2.94850], [-2.09882, 0.48554, 0.64570], [-2.78383, 0.81565, -2.35242], [3.45944, 1.78595, 1.24525], [-1.13291, -1.36794, -2.46026], [-3.88196, -0.21973, -1.59041], [2.11734, -2.80431, -1.38623], [1.30355, -4.38231, -0.86048], [0.60698, -3.26838, -2.08503], [-2.19848, -1.80494, -1.09362], [-1.99069, 2.63806, 1.58715], [-0.33131, 3.22998, 2.13002], [-0.78040, 2.99392, 0.45942], [-3.23166, -0.51164, -3.23022], [-0.35925, 0.78185, 2.35904], [3.52758, 0.50111, 2.39958]], "atomic_forces_ev_per_a": [[1.8, -3.9, -1.0], [0.6, -0.1, 0.6], [-2.2, 0.4, 3.4], [1.2, 0.7, -3.9], [-0.3, 1.0, 0.0], [-2.6, 0.7, 1.9], [-0.1, -1.3, 1.8], [0.8, -2.6, 0.6], [-2.6, -0.8, 0.3], [5.7, 1.2, 1.6], [-0.9, 2.8, 4.0], [1.6, 1.0, -2.1], [0.3, -2.0, -0.1], [0.3, 1.4, 1.6], [-0.3, 0.0, -0.1], [-1.9, -0.6, 0.3], [0.8, 2.3, -0.2], [0.5, 0.8, -1.8], [0.0, -0.5, -0.8], [0.6, -0.3, -0.5], [-0.8, -1.8, -0.6], [-0.5, 1.0, 0.0], [-2.1, 0.1, -2.2], [0.5, 0.1, -0.3], [0.3, -0.1, 0.5], [-0.2, -0.3, 0.1], [0.3, 1.0, -1.5], [-0.7, -0.7, -1.3], [-0.2, -0.5, -0.4], [0.5, 1.2, 0.0]]}

Record 4
{"formula": "C8H16P2", "method": "ωB97M-V/def2-TZVPD", "smiles": "C#CCCC[PH]#P(C)CC", "orbital_gap_ev": 8.61, "de_lowest_kj_mol": 187.5, "energy_ha": -996.981259, "lumo_ev": 0.887, "elements": ["P", "P", "C", "C", "C", "C", "C", "C", "C", "C", "H", "H", "H", "H", "H", "H", "H", "H", "H", "H", "H", "H", "H", "H", "H", "H"], "positions_angstrom": [[0.04021, 2.41460, 0.06002], [-1.72240, 1.29303, -0.53917], [2.15107, -2.71963, 1.89726], [1.62093, 1.77795, -0.75185], [-2.40562, 0.50995, 1.04952], [-1.66099, -1.60881, -1.02459], [-1.31187, -0.16836, -1.66554], [2.25181, 0.47335, -0.05921], [1.35369, -0.15586, 1.08832], [1.87781, -1.57367, 1.55204], [3.27423, 0.74591, 0.34539], [-0.23338, -0.18843, -2.01158], [-0.98562, -1.87355, -0.15962], [-2.64686, 1.32054, 1.81390], [-1.49107, -2.40291, -1.82551], [-1.67881, -0.19061, 1.56338], [-2.73600, -1.64920, -0.65170], [2.36353, -0.29695, -0.89183], [2.02265, -3.73075, 2.37200], [-0.17889, 3.74423, -0.46087], [1.41047, 1.62071, -1.86128], [2.38956, 2.62016, -0.68728], [-3.35745, -0.04365, 0.80786], [0.32542, -0.32816, 0.65839], [1.28517, 0.52062, 1.98649], [-1.95758, -0.11050, -2.60454]], "atomic_forces_ev_per_a": [[0.7, 0.1, 1.2], [-1.2, 0.0, -0.4], [-1.4, 0.8, 0.3], [0.4, 0.3, -0.7], [0.5, -0.1, 0.9], [0.2, 0.2, -0.3], [-0.1, -1.6, -0.3], [-0.2, 0.0, -0.4], [0.9, -1.4, 0.0], [-0.5, 0.1, -0.2], [-1.2, -0.5, -0.5], [-1.1, 0.2, 0.5], [-0.7, 0.4, -0.9], [0.3, -0.9, -1.2], [-0.4, 1.0, 1.1], [-0.9, 0.6, -0.6], [1.4, 0.0, -0.6], [0.1, 0.9, 1.3], [0.7, 1.7, -1.0], [0.2, -1.0, -0.5], [0.5, 0.0, 1.4], [-1.2, -1.0, -0.1], [1.0, 0.6, 0.2], [1.0, 0.2, 0.6], [0.0, -0.8, -1.0], [0.9, 0.3, 1.2]]}

Record 5
{"formula": "C8H17AlBrNO6P", "method": "ωB97M-V/def2-TZVPD", "charge": -1, "orbital_gap_ev": 6.79, "de_lowest_kj_mol": 666.6, "energy_ha": -3978.992129, "lumo_ev": 1.855, "elements": ["Br", "P", "Al", "O", "O", "O", "O", "O", "O", "N", "C", "C", "C", "C", "C", "C", "C", "C", "H", "H", "H", "H", "H", "H", "H", "H", "H", "H", "H", "H", "H", "H", "H", "H", "H"], "positions_angstrom": [[0.27250, 2.05168, 4.45256], [3.21515, 0.70327, -0.52320], [-0.15986, 1.06116, 2.26950], [3.05470, -0.41046, -1.86755], [2.97227, 2.33552, -1.14059], [-3.36362, -1.27318, -2.22037], [2.36344, -1.82073, 1.71622], [1.09214, 1.66687, 0.94774], [0.10387, -0.81769, 2.06773], [4.71668, 0.68800, 0.09614], [-1.64419, 1.31539, -0.30819], [1.94667, 0.43189, 0.87713], [1.26390, -1.02377, 1.13922], [0.66520, -1.89693, -0.11231], [-1.95123, 1.56471, 1.31229], [-2.98857, 0.98948, -1.18803], [-3.61913, -0.50775, -0.96709], [-0.28765, -3.02619, 0.23718], [2.61760, 0.58711, 1.85421], [3.60381, -0.00166, -2.62511], [0.11444, -4.08045, 0.60769], [-3.16016, -1.11457, -0.07547], [-2.41256, -1.59494, -2.14236], [-4.80353, -0.48681, -0.85000], [2.91490, -2.09229, 0.89944], [-2.68589, 1.09246, -2.32715], [-0.90444, 0.40779, -0.36022], [-1.45528, -2.88431, 0.08255], [-2.18708, 2.70031, 1.54449], [-3.83333, 1.77528, -0.93645], [-2.79056, 0.83014, 1.67839], [-1.04989, 2.25335, -0.71414], [0.88287, -1.71725, -1.25292], [2.19915, 2.34638, -1.79057], [5.29767, -0.05181, -0.38074]], "atomic_forces_ev_per_a": [[-0.2, -0.5, -0.8], [2.8, 1.1, -0.1], [-0.2, 0.0, -1.8], [0.7, 2.8, 0.3], [-1.2, -3.3, -0.7], [1.4, -0.2, 1.6], [-0.1, 0.0, -1.7], [0.0, -3.6, 0.9], [3.5, 1.2, -1.9], [-1.9, -1.3, -1.8], [-0.2, 0.0, 0.9], [-0.3, 2.4, 1.7], [-0.6, -0.9, -0.1], [-2.0, -1.7, 0.6], [0.2, 0.0, -0.3], [0.2, 0.5, 0.3], [-0.1, 0.2, -0.5], [1.5, 1.2, -0.9], [-0.8, -0.9, -2.4], [-1.2, -0.9, 1.8], [-1.1, 2.9, 0.8], [-0.8, 1.5, -1.5], [-1.8, 0.6, -0.2], [2.6, 0.0, -0.2], [-1.3, 0.6, 2.0], [-0.9, -0.3, 2.2], [-1.4, 1.5, -0.2], [2.6, -1.0, -1.1], [0.0, -2.4, -0.6], [1.8, -1.4, -0.5], [1.3, 1.6, -0.7], [-1.4, -1.9, 0.7], [-1.4, 1.0, 2.3], [1.2, 0.0, 1.5], [-0.8, 1.2, 0.6]]}

Record 6
{"formula": "C8H17AsF4O8PS", "method": "ωB97M-V/def2-TZVPD", "charge": -1, "orbital_gap_ev": 7.66, "energy_ha": -4291.760528, "lumo_ev": 2.508, "elements": ["As", "S", "P", "F", "F", "F", "F", "O", "O", "O", "O", "O", "O", "O", "O", "C", "C", "C", "C", "C", "C", "C", "C", "H", "H", "H", "H", "H", "H", "H", "H", "H", "H", "H", "H", "H", "H", "H", "H", "H"], "positions_angstrom": [[1.14835, -0.57053, -0.15447], [3.24539, -0.06810, 1.19478], [1.25862, 2.40914, -1.61010], [4.51375, -2.15339, 0.04623], [5.27144, -0.21216, -0.58256], [0.38956, 0.85450, 0.78535], [5.74971, -0.97820, 1.38602], [3.17471, -0.67485, 2.51797], [1.89295, 3.16221, -0.36102], [-1.34454, -1.90928, -0.71662], [-0.34161, 2.38410, -1.42003], [-3.28928, -0.63224, -0.90772], [-5.26035, 0.98551, 0.75028], [3.60676, 1.34314, 1.17773], [1.62985, 3.06396, -2.87315], [-2.65518, -1.84973, -1.18049], [-0.05551, -1.44837, 2.39886], [-0.50864, -0.88296, -1.23445], [-3.83723, 1.07804, 0.65744], [0.58190, -1.77813, 1.28977], [-3.23963, -0.29050, 0.47133], [1.82037, 0.72062, -1.55985], [4.78045, -0.90095, 0.46135], [-1.03507, 0.07108, -1.26608], [0.82500, -2.81550, 1.07345], [1.88227, -1.74360, -0.87943], [1.27387, 3.43004, 0.32409], [0.15952, -0.54722, 2.95889], [-3.53582, 1.72465, -0.17214], [-3.43667, 1.49320, 1.58814], [1.62612, 0.27321, -2.53360], [-3.83294, -1.01186, 1.04804], [-5.58418, 1.79785, 1.14795], [2.90213, 0.79546, -1.43134], [-0.66388, 3.08735, -0.84878], [-3.17989, -2.67236, -0.67876], [-0.80380, -2.12230, 2.81309], [-2.21164, -0.28527, 0.84201], [-0.19718, -1.12870, -2.25794], [-2.71966, -1.99782, -2.26424]], "atomic_forces_ev_per_a": [[-0.6, -1.1, -1.1], [0.1, 0.6, 0.7], [0.3, 0.2, -0.9], [0.0, 0.1, 0.0], [-0.1, -0.2, 0.0], [0.2, 0.1, 0.2], [0.0, 0.0, -0.2], [0.0, -0.4, -0.1], [-0.4, 0.3, 0.0], [0.1, 0.0, 0.0], [0.0, 0.1, 0.3], [0.1, 0.0, 0.0], [0.0, 0.0, -0.1], [0.2, 0.1, -0.3], [0.1, 0.0, -0.1], [-0.2, -0.2, 0.1], [-0.2, -0.2, 0.4], [0.0, 0.3, 0.0], [0.0, 0.0, 0.3], [0.8, 0.3, 0.3], [-0.2, 0.1, -0.1], [0.1, 0.1, 0.8], [0.1, 0.1, 0.3], [0.0, 0.0, 0.0], [-0.9, -0.1, -0.7], [0.3, 0.2, 0.1], [0.2, -0.4, 0.3], [-0.7, 0.6, -0.6], [0.0, 0.0, 0.0], [0.0, 0.0, 0.0], [-0.1, -0.1, 0.0], [0.1, 0.0, 0.1], [0.0, 0.0, -0.1], [0.0, 0.0, -0.1], [-0.1, -0.1, 0.0], [0.0, 0.0, 0.1], [0.7, -0.4, 0.6], [0.0, -0.1, -0.1], [0.0, -0.1, 0.0], [0.1, 0.2, 0.0]]}